(P)
17
Properties=species:S:1:pos:R:3:mulliken_charge:R:1 method="wB97M-V/def2-TZVPD" lumo_energy_ev=0.521 homo_lumo_gap_ev=8.44 mol_weight_g_mol=115.14
C 2.69030 -0.85327 0.33379 -0.548
C 1.34293 1.15120 -0.11712 0.110
C 0.27919 0.66344 -0.81734 -0.739
C -1.19717 -1.05237 -0.06674 -0.171
H 3.85742 -1.05466 0.08948 0.223
H 2.43877 -1.48809 1.70816 0.150
H 1.72808 -1.39486 -0.48552 0.325
H 1.85822 2.11480 0.15283 0.395
H -0.33692 1.36442 -1.11426 0.580
H -1.25860 -2.19821 -0.09157 0.264
H -3.49034 -1.23260 -0.21154 0.264
H -2.72718 1.65380 -0.07082 0.253
H -2.06203 0.98351 1.18849 0.301
N -0.03296 -0.64919 -0.50720 -0.343
N -2.58880 -0.47284 -0.01825 -0.144
N -2.81955 0.82224 0.61919 -0.602
O 2.42377 0.48705 0.27288 -0.319



(Q)
17
Properties=species:S:1:pos:R:3:mulliken_charge:R:1 method="wB97M-V/def2-TZVPD" lumo_energy_ev=0.889 homo_lumo_gap_ev=8.59 mol_weight_g_mol=115.14
C -1.61479 -0.87098 0.20179 -1.371
N 1.33335 -1.19182 -0.60206 -0.385
C 1.55661 -0.01496 0.10924 0.583
C -0.60500 0.13544 -0.32332 1.167
N -1.19962 1.29289 -0.77468 -0.528
C 0.61824 0.39523 1.11752 -1.023
O 2.61675 0.72259 -0.20740 -0.463
N 0.39152 -0.28590 -1.29060 -0.750
H 2.98798 0.35635 -1.02755 0.370
H 0.88185 -1.92434 -0.05078 0.287
H -1.89350 1.73352 -0.19005 0.206
H -0.58955 1.91668 -1.28207 0.249
H -2.21664 -0.44624 1.00682 0.372
H -1.12520 -1.76434 0.58635 0.273
H -2.26277 -1.16002 -0.62886 0.395
H 0.69888 1.42538 1.44480 0.322
H 0.42188 -0.31946 1.91088 0.295



Result of the stability comparison: (P) is the least stable of them.



(P)
21
Properties=species:S:1:pos:R:3:mulliken_charge:R:1 method="wB97M-V/def2-TZVPD" smiles=O.O.O.O.O.O.O lumo_energy_ev=0.033 homo_lumo_gap_ev=11.36 mol_weight_g_mol=126.10
H 0.51282 0.39473 0.51554 0.308
H 1.07847 0.32768 -0.89357 0.271
H -0.07988 3.83160 2.17356 0.305
H -0.78252 2.58970 1.65007 0.321
H 0.01062 -2.63474 -4.53554 0.318
H -0.97501 -2.25437 -3.44289 0.317
H 0.60606 -2.62790 -0.84641 0.303
H -0.24200 -3.84223 -0.50546 0.316
H -0.66140 1.57209 -2.31066 0.318
H -1.81337 0.89475 -3.03468 0.296
H 3.12426 3.08935 1.66221 0.315
H 2.84806 4.14656 0.60577 0.299
H -2.28669 -1.55183 3.51573 0.316
H -0.99596 -2.35251 3.57000 0.316
O 0.74717 0.95016 -0.23650 -0.577
O -0.36554 2.95063 2.44055 -0.633
O -0.55185 -3.01725 -3.85268 -0.636
O 0.24223 -3.11498 -0.09850 -0.615
O -1.51198 1.14654 -2.15447 -0.611
O 3.33460 3.32753 0.75225 -0.613
O -1.93756 -2.44049 3.38389 -0.633



(Q)
21
Properties=species:S:1:pos:R:3:mulliken_charge:R:1 method="wB97M-V/def2-TZVPD" smiles=O.O.O.O.O.O.O lumo_energy_ev=0.419 homo_lumo_gap_ev=11.14 mol_weight_g_mol=126.10
H -0.01519 -1.69836 -2.27630 0.273
H 0.53159 -0.15428 -1.92764 0.408
H 0.64867 -1.77513 -0.09640 0.408
H 1.45825 -0.68070 0.70537 0.421
H -0.51912 -1.26336 1.46081 0.454
H -1.69945 -1.46532 2.55518 0.267
H -2.84300 -0.42430 0.10774 0.317
H -1.82844 -0.39062 -1.05332 0.383
H -1.04398 1.52704 -0.01796 0.306
H -1.12042 1.20460 1.46208 0.326
H 0.85558 1.32824 0.93751 0.455
H 2.00941 0.91064 1.81644 0.306
H 2.09888 1.22488 -1.10758 0.346
H 2.46135 0.94561 -2.58847 0.296
O 0.03689 -0.99322 -1.63296 -0.696
O 0.90360 -1.51436 0.85417 -0.791
O -1.54152 -1.03879 1.71133 -0.673
O -2.58781 0.12161 -0.65133 -0.699
O -0.58632 1.57266 0.79503 -0.587
O 1.89344 0.98827 0.86328 -0.884
O 1.75746 0.95271 -1.93671 -0.637



Result of the stability comparison: (P) is the least stable of them.



(P)
21
Properties=species:S:1:pos:R:3:mulliken_charge:R:1 method="wB97M-V/def2-TZVPD" smiles=O.O.O.O.O.O.O lumo_energy_ev=0.208 homo_lumo_gap_ev=10.06 mol_weight_g_mol=126.10
H 0.39823 -0.93060 2.65670 0.291
H 0.38129 -0.63774 1.16540 0.352
H -3.71725 -0.52390 -0.41145 0.323
H -3.70153 -0.38038 1.10156 0.309
H 2.95777 -3.04607 -0.30826 0.313
H 4.43430 -2.83389 -0.59961 0.305
H -0.64071 0.76141 -1.41176 0.303
H 0.48905 1.31508 -0.55905 0.206
H -1.90525 -1.10095 -0.98430 0.242
H -1.18928 -2.43522 -0.85331 0.294
H 4.39992 2.89407 0.05084 0.319
H 3.13424 2.22270 -0.45648 0.309
H -2.74626 2.43822 -0.48817 0.246
H -2.43406 1.88383 0.89213 0.253
O 0.93836 -1.00347 1.86175 -0.634
O -4.28328 -0.59957 0.36500 -0.597
O 3.63326 -2.35977 -0.34954 -0.618
O -0.41315 0.98091 -0.50125 -0.520
O -1.05835 -1.52879 -1.15370 -0.582
O 3.44439 3.01109 0.00312 -0.625
O -2.12170 1.87308 -0.01963 -0.487



(Q)
21
Properties=species:S:1:pos:R:3:mulliken_charge:R:1 method="wB97M-V/def2-TZVPD" smiles=O.O.O.O.O.O.O lumo_energy_ev=-0.720 homo_lumo_gap_ev=9.75 mol_weight_g_mol=126.10
O -2.33267 1.34514 -1.33533 -0.638
H -2.24567 2.03914 -0.66833 0.409
H -1.81067 0.59414 -1.02633 0.300
O 1.82533 -1.63286 1.27467 -0.760
H 2.44733 -1.14486 0.72267 0.338
H 2.08733 -1.35886 2.17867 0.322
O 0.76133 2.19314 0.46667 -0.671
H 1.39533 1.76614 1.08067 0.307
H 1.22833 2.77614 -0.14033 0.297
O -1.63267 3.44914 0.34267 -0.689
H -0.86767 2.91314 0.53667 0.404
H -1.43567 4.38914 0.51267 0.303
O -1.31767 -1.68186 -2.26033 -0.642
H -1.10667 -1.31486 -1.37833 0.399
H -1.25567 -0.93086 -2.86633 0.321
O -0.70167 -0.56086 0.31467 -0.634
H -0.16167 -1.17486 0.77767 0.322
H -0.39467 0.28214 0.59267 0.248
O 2.11633 -4.18486 0.44767 -0.659
H 1.56433 -4.50686 -0.23733 0.323
H 1.83733 -3.25586 0.66467 0.402



(R)
21
Properties=species:S:1:pos:R:3:mulliken_charge:R:1 method="wB97M-V/def2-TZVPD" smiles=O.O.O.O.O.O.O lumo_energy_ev=0.235 homo_lumo_gap_ev=10.98 mol_weight_g_mol=126.10
O 13.78967 -27.89661 -24.04395 -0.635
H 13.04398 -27.55034 -23.55376 0.312
H 13.71096 -27.50080 -24.91192 0.325
O 15.94954 -25.05009 -26.49618 -0.671
H 16.20898 -25.52222 -25.70497 0.331
H 16.49391 -24.26276 -26.49519 0.299
O 11.33414 -27.71019 -28.71913 -0.644
H 10.77882 -27.73077 -27.93975 0.303
H 12.19782 -27.97846 -28.40557 0.347
O 16.01992 -26.19811 -28.94269 -0.637
H 15.98782 -25.76083 -28.09181 0.441
H 16.95167 -26.23434 -29.15890 0.233
O 16.46937 -29.64520 -28.73958 -0.618
H 16.38624 -29.93678 -29.64749 0.277
H 16.64330 -30.44620 -28.24525 0.307
O 14.19787 -27.91559 -27.51910 -0.696
H 14.58495 -27.14283 -27.93049 0.365
H 14.87882 -28.58565 -27.57864 0.329
O 18.45863 -27.92375 -27.49156 -0.626
H 17.71366 -28.22841 -28.00967 0.338
H 18.91550 -27.30958 -28.06627 0.320



(S)
21
Properties=species:S:1:pos:R:3:mulliken_charge:R:1 method="wB97M-V/def2-TZVPD" smiles=O.O.O.O.O.O.O lumo_energy_ev=-0.142 homo_lumo_gap_ev=10.69 mol_weight_g_mol=126.10
H -1.03985 -0.75158 -0.45527 0.290
H -1.87222 -1.86416 -1.03700 0.354
H -3.91456 -0.46221 -1.11773 0.292
H -3.16908 -1.36078 -2.11127 0.305
H -1.23114 -1.34877 2.10493 0.326
H -0.81814 -0.32616 3.12556 0.302
H 3.13313 0.47622 -1.09078 0.302
H 2.08381 -0.01296 0.02538 0.289
H -1.91205 2.59676 0.71371 0.299
H -0.83518 2.64294 1.79907 0.309
H 3.07903 2.47587 -2.27655 0.265
H 1.90493 1.72183 -2.19767 0.375
H 1.17548 -1.50233 0.97967 0.299
H 1.52332 -3.05056 1.26109 0.309
O -1.13540 -1.69748 -0.42720 -0.640
O -3.05238 -0.81938 -1.34845 -0.605
O -0.56449 -1.21748 2.77477 -0.610
O 2.22284 0.30735 -0.92385 -0.636
O -1.21522 3.12425 1.06180 -0.609
O 2.11593 2.57739 -2.39164 -0.599
O 1.86529 -2.17890 1.28917 -0.617



Result of the stability comparison: (P) is the least stable of them.



(P)
21
Properties=species:S:1:pos:R:3:mulliken_charge:R:1 method="wB97M-V/def2-TZVPD" smiles=O.O.O.O.O.O.O lumo_energy_ev=0.370 homo_lumo_gap_ev=11.77 mol_weight_g_mol=126.10
H -0.16652 -0.54559 3.39249 0.297
H 0.58850 -1.26624 2.49586 0.315
H 0.68835 0.85657 1.05622 0.356
H 0.97675 0.16588 -0.34026 0.289
H 0.10406 2.41521 -0.24924 0.396
H -0.36630 3.44447 -1.16404 0.322
H -1.93316 1.34658 0.38793 0.347
H -1.72455 0.07222 1.09789 0.350
H -1.28864 0.19975 -1.33301 0.471
H -0.50132 1.15900 -2.00883 0.323
H 0.32305 -1.10470 -2.03192 0.425
H 1.85252 -1.01749 -1.62524 0.302
H 0.66306 -2.22508 -0.06107 0.367
H 1.04766 -3.41506 0.80776 0.280
O 0.29085 -0.30916 2.62582 -0.638
O 1.21126 0.94831 0.22224 -0.665
O -0.76927 2.78740 -0.52575 -0.674
O -2.19416 0.39531 0.28544 -0.711
O -0.75173 0.22949 -2.19599 -0.755
O 1.10798 -1.64285 -1.70495 -0.761
O 0.84162 -2.49401 0.86866 -0.636



(Q)
21
Properties=species:S:1:pos:R:3:mulliken_charge:R:1 method="wB97M-V/def2-TZVPD" smiles=O.O.O.O.O.O.O lumo_energy_ev=0.211 homo_lumo_gap_ev=10.12 mol_weight_g_mol=126.10
H -0.93957 0.11600 -0.05676 0.326
H 0.21926 1.08926 -0.19792 0.262
H -3.90840 0.88297 0.25538 0.298
H -2.42969 0.78463 0.59269 0.271
H -1.87183 0.72745 -1.76941 0.360
H -2.87424 1.35117 -2.72659 0.285
H 1.01922 -2.39546 3.60728 0.313
H 0.22589 -3.21092 2.59946 0.315
H 0.77611 -1.80043 -3.54489 0.320
H 1.13940 -1.78638 -2.06913 0.321
H 3.68012 -1.11706 -0.04099 0.313
H 4.56211 -0.21347 0.80499 0.303
H 0.92641 1.75901 1.23952 0.319
H 0.35141 3.11086 1.62928 0.289
O -0.59596 0.81050 -0.63000 -0.665
O -3.17666 1.39312 0.62046 -0.602
O -2.73477 1.15613 -1.79305 -0.568
O 0.62465 -2.34312 2.72946 -0.623
O 1.19940 -2.33205 -2.86136 -0.637
O 3.70143 -0.24664 0.37241 -0.611
O 0.10572 2.26444 1.23917 -0.590



(R)
21
Properties=species:S:1:pos:R:3:mulliken_charge:R:1 method="wB97M-V/def2-TZVPD" smiles=O.O.O.O.O.O.O lumo_energy_ev=0.234 homo_lumo_gap_ev=11.31 mol_weight_g_mol=126.10
H 3.27144 0.63659 -0.84887 0.306
H 2.04534 -0.17246 -1.47453 0.402
H -1.43292 2.46309 -0.99340 0.274
H -1.72011 1.09286 -0.30418 0.413
H 0.18647 1.76586 1.96965 0.307
H 0.35552 2.02007 0.45150 0.416
H 2.12340 -0.86752 0.63390 0.463
H 1.13786 -0.01507 1.29256 0.365
H 0.31232 -1.07777 -0.66703 0.248
H 0.08011 0.22133 -1.37459 0.464
H -2.70084 -0.96677 0.21831 0.341
H -3.23948 0.07597 -0.74738 0.352
H -0.87328 -3.14035 0.77113 0.272
H -0.15278 -1.69576 0.89594 0.446
O 2.83527 -0.20088 -0.84376 -0.713
O -1.04105 1.63236 -0.75548 -0.728
O 0.84898 2.00297 1.30967 -0.734
O 1.42225 -0.88758 1.38672 -0.756
O 0.37217 -0.66304 -1.54361 -0.724
O -2.96207 -0.02783 0.18060 -0.738
O -0.86859 -2.19610 0.44286 -0.675



(S)
21
Properties=species:S:1:pos:R:3:mulliken_charge:R:1 method="wB97M-V/def2-TZVPD" smiles=O.O.O.O.O.O.O lumo_energy_ev=-0.012 homo_lumo_gap_ev=10.77 mol_weight_g_mol=126.10
O 11.42300 -6.04600 21.66000 -0.614
H 10.97800 -5.57200 22.34700 0.301
H 12.00100 -5.37400 21.29500 0.337
O 11.68500 -0.61200 21.19000 -0.669
H 11.65100 0.31700 21.27600 0.309
H 12.58800 -0.83800 21.25000 0.294
O 13.80200 -4.48900 16.25200 -0.598
H 13.55700 -3.96800 16.98200 0.351
H 13.31900 -4.11200 15.52000 0.354
O 11.73600 -3.28200 20.86800 -0.695
H 11.13700 -3.34800 20.16000 0.355
H 11.79300 -2.33700 21.11800 0.338
O 13.58100 -3.30900 18.80600 -0.729
H 13.02300 -3.25900 19.59600 0.421
H 14.36700 -3.80600 19.10900 0.331
O 12.55900 -1.52100 16.19000 -0.641
H 13.28000 -1.85500 16.71000 0.305
H 11.90800 -1.20200 16.81500 0.311
O 16.15700 -4.83400 18.62800 -0.645
H 17.04800 -5.17600 18.69900 0.294
H 16.21200 -4.01000 18.17600 0.290



Result of the stability comparison: (Q) is the least stable of them.